Formula: C12H23AlBBeBr3CaCl6CsF4N3O9
Source: the Open Molecules 2025 dataset
Level of theory: wB97M-V/def2-TZVPD

```
! RIJCOSX wB97M-V def2-TZVPD def2/J DEFGRID3
* xyz 0 1
C 4.14518 -3.19889 -0.78792
C 3.35917 -2.20926 -1.76654
C 3.73466 -0.75477 -1.60534
N 2.51033 -2.61741 -2.62356
Al 1.11326 -3.64395 -1.82301
C -0.50357 -2.35690 -1.78018
C -0.03128 -1.09742 -1.07802
C 0.31875 -0.02048 -2.10504
O -1.04096 -0.64302 -0.08820
H 3.46135 -3.50266 -0.00249
H 4.53122 -4.05995 -1.37553
H 4.99674 -2.71456 -0.31628
H 3.12796 -0.28567 -0.83250
H 3.55520 -0.22856 -2.53827
H 4.78470 -0.67197 -1.34225
H 0.76965 -5.00230 -2.58938
H 1.40896 -3.95369 -0.27144
H -0.83756 -2.10943 -2.79168
H -1.32962 -2.82156 -1.21784
H 0.88256 -1.29545 -0.51848
H -0.56099 0.62980 -2.21437
H 1.14498 0.59944 -1.77664
H 0.55481 -0.46170 -3.06373
H -0.56923 -0.42004 0.72611
Cs 4.44199 -4.55920 -3.35285
N 9.40346 -6.55004 -2.60068
O 9.67219 -5.37978 -2.03313
O 10.20397 -7.45033 -2.49209
O 8.35599 -6.63455 -3.19593
C 6.52163 -4.12197 2.60448
Br 7.59104 -4.06898 4.19701
Br 7.51702 -4.79162 1.09832
Br 4.89328 -5.11264 2.86489
H 6.24136 -3.10522 2.37431
Cl -1.26103 2.32326 1.50664
C -2.66860 2.17754 0.45203
C -3.61182 3.34773 0.52987
Cl -4.41537 3.39712 2.09616
H -3.19538 1.24803 0.73076
H -2.28168 2.08406 -0.57667
H -4.38908 3.24756 -0.23004
H -3.09433 4.28948 0.36594
Be 10.79274 -4.59744 -0.88950
B 6.97680 -3.83376 -8.35578
F 6.08418 -4.17683 -7.30242
F 8.22202 -4.42536 -8.10882
F 6.45174 -4.29658 -9.56770
F 7.10872 -2.43314 -8.39061
C -7.72068 4.31782 2.42022
C -9.08764 4.56388 1.79710
O -9.24707 4.27625 0.59286
O -9.96703 5.04081 2.54592
H -7.04014 3.90273 1.67725
H -7.30615 5.25188 2.79319
H -7.80970 3.61633 3.24709
Ca -3.02843 -0.52723 -0.72518
C -7.34297 5.35949 6.71594
Cl -7.19574 7.10660 6.66194
Cl -6.51342 4.67167 5.30787
Cl -6.60429 4.73828 8.20292
Cl -9.04020 4.90236 6.66656
N -9.29773 9.76261 6.04030
O -10.15118 9.19874 6.72859
O -8.96369 9.27410 4.95326
O -8.77106 10.80676 6.43257
*
```

Summary:
Kohn-Sham gap (eV): 0.60


Formula: C12H23CdN2O3P2
Source: the Open Molecules 2025 dataset
Level of theory: wB97M-V/def2-TZVPD

```
! RIJCOSX wB97M-V def2-TZVPD def2/J DEFGRID3
* xyz 1 1
Cd -0.00527 0.02201 1.51968
P -2.29420 0.22590 0.59549
C -2.08897 0.38894 -1.24176
C -0.82752 1.18623 -1.54057
N 0.22845 1.03917 -0.70336
C 1.45895 1.41885 -1.09686
C 1.63226 2.13227 -2.28789
C 0.52459 2.40711 -3.09819
C -0.72594 1.93484 -2.71133
C 2.67060 1.04817 -0.27139
P 2.35923 -0.42390 0.80570
H -1.61779 2.11617 -3.30717
H 2.63979 2.47014 -2.55902
H 0.64068 2.96905 -4.02958
H 3.54285 0.84548 -0.91465
H 2.94855 1.88058 0.39432
H -1.96805 -0.61593 -1.66778
H -2.98999 0.88052 -1.68576
H -1.30835 -2.34610 -1.51075
O -1.66681 -1.88696 -2.28752
H -2.19237 -2.34520 -2.96706
H -0.43328 -2.47502 0.29481
O -0.52858 -3.24512 -0.33017
H 0.41624 -3.42037 -0.59335
C 2.79804 -1.78578 -0.31299
H 3.83466 -1.68129 -0.65770
H 2.71379 -2.73729 0.22825
H 2.14468 -1.80436 -1.19583
C 3.68024 -0.33664 2.03690
H 3.63487 -1.24527 2.65393
H 4.68151 -0.25160 1.58699
H 3.49912 0.52227 2.69953
C -3.01414 1.67016 1.48297
H -4.04350 1.90150 1.17107
H -3.02704 1.46097 2.56759
H -2.39258 2.56749 1.35280
C -3.55602 -1.06933 0.73332
H -3.78275 -1.24411 1.79158
H -4.47336 -0.77151 0.20805
H -3.17504 -2.00190 0.30101
O 0.01925 0.10022 6.04350
C 0.02224 0.20808 4.85114
N 0.02097 0.29157 3.65204
*
```

Summary:
Kohn-Sham gap (eV): 8.25